# 1
ORCA calculation (wB97M-V/def2-TZVPD) on a molecular structure, C28H32N2O4PReS in a non-equilibrium geometry.

Geometry (Å):
Re 1.3570 0.7601 -0.4452
O 3.2317 1.0378 -1.4971
S 2.2014 1.4988 -2.4929
O 2.6349 1.8058 -3.8003
O 1.1785 0.3436 -2.4102
O 1.4796 2.5771 -1.7415
C 2.3824 1.1348 2.6467
N 1.9633 1.9231 1.4644
C 3.1517 2.7008 1.0078
C 0.9275 2.8807 1.9181
C 0.1797 3.5397 0.7817
N -0.7035 2.5972 0.1159
C -1.7727 2.1868 1.0219
C -1.2597 3.1707 -1.1174
H 2.8206 1.8027 3.3921
H 3.1195 0.3918 2.3643
H 1.5338 0.6190 3.0869
H 3.5164 3.3298 1.8237
H 2.8982 3.3260 0.1561
H 3.9438 2.0240 0.6974
H 1.3901 3.6546 2.5367
H 0.2301 2.3257 2.5443
H 0.8650 3.9452 0.0397
H -0.3925 4.3785 1.2018
H -2.1987 3.0563 1.5403
H -1.4139 1.4867 1.7659
H -2.5644 1.7098 0.4596
H -1.7203 4.1476 -0.9182
H -2.0206 2.5121 -1.5250
H -0.4811 3.3119 -1.8516
C -2.3546 -2.1828 3.5038
C -1.3293 -1.2505 3.5113
C -0.8587 -0.7389 2.3120
C -1.4126 -1.1434 1.1013
C -2.4355 -2.0900 1.1002
C -2.9038 -2.6033 2.2990
P -0.6496 -0.5817 -0.4605
C -1.9971 -0.2640 -1.6277
C -1.7296 -0.2959 -2.9984
C -2.7516 -0.0688 -3.9061
C -4.0393 0.1895 -3.4595
C -4.3107 0.2206 -2.0986
C -3.2959 -0.0044 -1.1821
C 0.1093 -2.1495 -0.9477
C -0.5197 -3.1864 -1.5845
C 0.1422 -4.4199 -1.7256
C 1.4082 -4.5845 -1.2333
C 2.0899 -3.5133 -0.6087
C 3.4314 -3.6232 -0.1765
C 4.0723 -2.5380 0.3563
C 3.4065 -1.3075 0.4867
C 2.0901 -1.1351 0.0997
C 1.4274 -2.2717 -0.4643
H -2.7151 -2.5984 4.4361
H -0.8942 -0.9223 4.4475
H -0.0338 -0.0399 2.2747
H -2.8640 -2.4343 0.1671
H -3.6989 -3.3375 2.2927
H -0.7244 -0.4921 -3.3437
H -2.5402 -0.0966 -4.9670
H -4.8351 0.3624 -4.1718
H -5.3166 0.4134 -1.7487
H -3.5205 0.0001 -0.1255
H -1.5238 -3.0656 -1.9748
H -0.3641 -5.2404 -2.2174
H 1.9142 -5.5373 -1.3340
H 3.9505 -4.5649 -0.3066
H 5.1126 -2.6103 0.6458
H 3.9864 -0.4721 0.8628

Summary:
- spin multiplicity = 2
- LUMO (spin up / spin down) (eV) = -4.737 / -4.323
- total charge = +1
- E_tot (hartree) = -2314.21640

For each atom in turn, the Mulliken charge in e is:
1 Re 2.620
2 O -0.626
3 S 0.721
4 O -0.650
5 O -0.523
6 O -0.667
7 C -0.957
8 N -0.402
9 C -1.207
10 C -0.633
11 C -1.127
12 N 0.603
13 C -1.432
14 C -0.997
15 H 0.465
16 H 0.369
17 H 0.196
18 H 0.495
19 H 0.411
20 H 0.270
21 H 0.517
22 H 0.395
23 H 0.210
24 H 0.693
25 H 0.358
26 H 0.409
27 H 0.238
28 H 0.439
29 H 0.288
30 H 0.226
31 C -0.790
32 C -0.470
33 C 0.044
34 C 1.370
35 C -0.436
36 C -0.862
37 P 1.506
38 C 1.052
39 C -0.904
40 C -0.813
41 C -0.578
42 C -0.892
43 C -0.660
44 C 0.457
45 C -0.398
46 C -0.996
47 C -0.808
48 C 1.132
49 C -0.836
50 C -1.346
51 C -0.435
52 C 0.597
53 C -0.436
54 H 0.418
55 H 0.473
56 H -0.741
57 H 0.412
58 H 0.468
59 H 0.476
60 H 0.457
61 H 0.435
62 H 0.456
63 H 0.417
64 H 0.480
65 H 0.441
66 H 0.437
67 H 0.426
68 H 0.458
69 H 0.288

# 2
ORCA calculation (wB97M-V/def2-TZVPD) on a molecular structure, C28H33As3IrN3O9S5 in a non-equilibrium geometry.

Geometry (Å):
Ir 1.9657 -0.5873 0.0451
O 5.1356 -5.7403 2.4434
C 4.4754 -4.8029 2.0536
C 3.4536 -4.8451 0.9455
O 3.0400 -5.8438 0.3829
C 3.0432 -3.4526 0.7302
C 3.6729 -2.5884 1.6964
O 3.4212 -1.3630 1.7299
C 4.5370 -3.3890 2.5843
O 5.1491 -3.0256 3.5702
O 2.2436 -2.9939 -0.1216
C -0.7789 -3.4258 0.7537
As -0.2387 -1.9696 -0.4453
C -0.0080 -3.0335 -2.0675
C -2.0534 -1.1331 -0.6374
C -2.3900 -0.1701 -1.7883
C -3.8678 0.2142 -1.6085
C -1.5826 1.1363 -1.7742
As 0.4212 1.1384 -1.6048
C 0.9524 1.2803 -3.4967
C 0.5618 3.0574 -1.2082
C -2.2043 -0.9056 -3.1186
As -3.3388 -0.4026 -4.6802
C -2.9724 -2.1062 -5.6120
C -2.0156 0.6545 -5.6945
H -1.5558 -4.0424 0.2995
H -1.1345 -3.0410 1.7098
H 0.0966 -4.0459 0.9365
H -0.9478 -3.4642 -2.4129
H 0.6885 -3.8326 -1.8229
H 0.4431 -2.4315 -2.8552
H -2.2396 -0.6332 0.3195
H -2.7628 -1.9685 -0.6855
H -4.0525 0.5825 -0.6017
H -4.5054 -0.6528 -1.7831
H -4.1484 0.9937 -2.3196
H -1.9237 1.7576 -0.9373
H -1.8170 1.6833 -2.6973
H 0.2566 1.9190 -4.0413
H 1.0054 0.2974 -3.9612
H 1.9488 1.7214 -3.5385
H -0.0406 3.6536 -1.8961
H 1.6060 3.3557 -1.2968
H 0.2421 3.2509 -0.1857
H -2.4560 -1.9591 -2.9613
H -1.1511 -0.8507 -3.4146
H -3.5500 -2.9137 -5.1627
H -1.9150 -2.3592 -5.5448
H -3.2501 -2.0431 -6.6626
H -1.9816 1.6808 -5.3340
H -2.2961 0.6809 -6.7461
H -1.0260 0.2119 -5.6070
O 7.7123 1.6666 -3.4011
C 6.7026 1.3321 -2.8560
S 5.6772 0.0015 -3.4081
C 4.4571 0.1009 -2.1401
C 4.6315 1.0992 -1.2066
S 3.5973 1.4693 0.0857
S 6.0557 2.1143 -1.4090
S 3.1794 -1.0107 -2.1977
O -4.7841 3.0420 4.0050
S -4.6954 3.5718 5.3510
O -4.6900 5.0209 5.4447
O -5.4734 2.8641 6.3478
C -2.9571 3.1926 5.8590
N -2.5792 3.4605 7.0900
C -1.3099 3.2225 7.3751
C -0.4153 2.7132 6.4425
C -0.9296 2.4375 5.1757
N -2.2122 2.7000 4.9106
C -0.1939 1.8183 4.0662
C 1.1078 1.3335 4.1466
C 1.6730 0.7201 3.0399
N 1.0155 0.5515 1.8988
C -0.2274 1.0204 1.8152
C -0.8687 1.6595 2.8525
H -1.0036 3.4448 8.3899
H 0.6191 2.5461 6.6918
H 1.6816 1.4187 5.0551
H 2.6827 0.3386 3.0696
H -0.7280 0.8691 0.8645
H -1.8802 2.0273 2.7670

Summary:
- spin multiplicity = 2
- LUMO (spin up / spin down) (eV) = -0.082 / -1.280
- total charge = -1
- E_tot (hartree) = -10730.78239

For each atom in turn, the Mulliken charge in e is:
1 Ir 2.039
2 O -0.616
3 C 0.399
4 C -0.065
5 O -0.701
6 C 0.344
7 C 0.716
8 O -0.753
9 C -0.042
10 O -0.684
11 O -0.497
12 C -1.307
13 As 0.884
14 C -1.394
15 C -2.272
16 C 2.586
17 C -2.399
18 C -2.032
19 As 0.989
20 C -1.392
21 C -1.310
22 C -1.267
23 As 0.247
24 C -1.191
25 C -1.076
26 H 0.429
27 H 0.395
28 H 0.311
29 H 0.493
30 H 0.533
31 H 0.185
32 H 0.640
33 H 0.694
34 H 0.584
35 H 0.470
36 H 0.546
37 H 0.680
38 H 0.577
39 H 0.421
40 H 0.268
41 H 0.492
42 H 0.425
43 H 0.425
44 H 0.347
45 H 0.586
46 H 0.105
47 H 0.345
48 H 0.335
49 H 0.409
50 H 0.277
51 H 0.471
52 H 0.250
53 O -0.545
54 C 0.599
55 S -0.095
56 C 0.189
57 C 0.173
58 S -0.329
59 S -0.110
60 S -0.265
61 O -0.641
62 S 1.159
63 O -0.689
64 O -0.687
65 C 0.045
66 N -0.499
67 C -0.396
68 C -0.594
69 C 0.335
70 N -0.245
71 C 1.195
72 C -1.072
73 C -0.570
74 N 0.017
75 C -0.891
76 C -1.198
77 H 0.416
78 H 0.393
79 H 0.342
80 H 0.504
81 H 0.809
82 H 0.747

# 3
ORCA calculation (wB97M-V/def2-TZVPD) on a molecular structure, C28H33AsBrN2O12SSbTi in a non-equilibrium geometry.

Geometry (Å):
Ti -1.3196 -0.5296 -0.0321
O -2.1711 1.0288 4.0311
As -2.3258 -0.2528 2.7857
O -1.7821 -1.5791 3.5496
O -1.3680 0.4520 1.5621
C -4.2477 -0.0076 2.5819
C -4.9891 0.4604 3.6574
C -6.3345 0.7523 3.4902
C -6.9486 0.5764 2.2607
C -6.2265 0.0818 1.1858
C -4.8856 -0.2111 1.3564
S -3.9105 -0.7877 0.0021
O -3.1599 0.3992 -0.4801
O -4.7661 -1.4057 -0.9558
O -2.8869 -1.6927 0.6324
H -1.2198 1.1328 4.1572
H -4.4935 0.6034 4.6066
H -6.9064 1.1380 4.3253
H -7.9947 0.8277 2.1385
H -6.6795 -0.0849 0.2167
O 2.0735 -1.7596 -0.0187
C 0.9828 -2.2980 -0.1283
O -0.1105 -1.7429 0.4386
C 0.8009 -3.5714 -0.8292
C -0.4636 -4.1439 -1.0653
C -0.5826 -5.3799 -1.6550
C 0.5733 -6.0995 -2.0369
C 1.8470 -5.5215 -1.8230
C 1.9458 -4.2850 -1.2355
N 0.4643 -7.3520 -2.6099
O -0.6925 -7.8523 -2.7971
O 1.5269 -7.9812 -2.9325
H -1.3485 -3.5924 -0.7833
H -1.5470 -5.8329 -1.8278
H 2.7207 -6.0792 -2.1246
H 2.9124 -3.8334 -1.0546
Br 1.2415 3.4464 -5.6645
C 0.6782 1.7041 -5.1377
C 0.7673 0.6690 -6.0507
N 0.3666 -0.5641 -5.7367
C -0.1185 -0.7851 -4.5222
C -0.2342 0.2099 -3.5397
C 0.1814 1.4983 -3.8712
C -0.7117 -0.0927 -2.2187
O -1.3399 -1.1706 -1.8954
O -0.5009 0.7164 -1.2018
H 1.1791 0.8188 -7.0408
H -0.4087 -1.8006 -4.2765
H 0.0896 2.2962 -3.1466
C 4.5108 0.4461 0.2059
C 3.4388 1.4473 -0.2327
C 3.0853 1.2446 -1.7068
Sb 1.6132 1.1798 0.9531
C 2.6191 1.5044 2.9012
C 1.5558 1.3845 3.9935
C 3.4930 2.7377 3.0894
C 0.9464 3.2319 0.3991
C 1.8015 4.4266 0.8110
C -0.5144 3.4661 0.7881
H 5.3854 0.4966 -0.4568
H 4.1116 -0.5707 0.1672
H 4.8466 0.6434 1.2285
H 3.8035 2.4681 -0.0827
H 2.6779 0.2412 -1.8637
H 3.9700 1.3559 -2.3467
H 2.3367 1.9670 -2.0437
H 3.2602 0.6181 2.9501
H 0.8366 2.2101 3.9275
H 2.0011 1.4129 4.9970
H 1.0112 0.4414 3.8999
H 2.8927 3.6435 3.1703
H 4.1809 2.8657 2.2484
H 4.0942 2.6519 4.0058
H 0.9937 3.1376 -0.6924
H 1.6391 4.6777 1.8612
H 1.5321 5.3082 0.2135
H 2.8675 4.2405 0.6682
H -0.6308 3.5260 1.8747
H -1.1551 2.6643 0.4273
H -0.8817 4.4090 0.3585

Summary:
- spin multiplicity = 3
- LUMO (spin up / spin down) (eV) = 3.348 / 3.347
- total charge = -2
- E_tot (hartree) = -8396.98996

For each atom in turn, the Mulliken charge in e is:
1 Ti 0.726
2 O -0.765
3 As 1.403
4 O -0.900
5 O 0.411
6 C -0.571
7 C -0.568
8 C -0.518
9 C -0.540
10 C -0.619
11 C 0.408
12 S 1.558
13 O -0.584
14 O -0.683
15 O -0.506
16 H 0.212
17 H 0.476
18 H 0.366
19 H 0.374
20 H 0.464
21 O -0.730
22 C 0.185
23 O -0.052
24 C 0.175
25 C -0.049
26 C -0.768
27 C -0.268
28 C -0.510
29 C -0.473
30 N 0.844
31 O -0.782
32 O -0.790
33 H 0.542
34 H 0.482
35 H 0.437
36 H 0.430
37 Br -0.207
38 C 0.022
39 C -0.145
40 N -0.656
41 C -0.374
42 C -0.273
43 C -0.327
44 C 1.125
45 O -0.662
46 O -0.095
47 H 0.362
48 H 0.658
49 H 0.538
50 C -1.482
51 C 0.356
52 C -1.243
53 Sb -0.009
54 C 0.265
55 C -1.394
56 C -1.500
57 C 1.179
58 C -1.784
59 C -1.180
60 H 0.459
61 H 0.198
62 H 0.307
63 H 0.303
64 H 0.094
65 H 0.514
66 H 0.198
67 H 0.463
68 H 0.206
69 H 0.428
70 H 0.317
71 H 0.253
72 H 0.286
73 H 0.459
74 H -0.304
75 H 0.335
76 H 0.418
77 H 0.348
78 H 0.310
79 H -0.021
80 H 0.437

# 4
ORCA calculation (wB97M-V/def2-TZVPD) on a molecular structure, C28H33AsNO3ReS4Si in a non-equilibrium geometry.

Geometry (Å):
Re 0.3697 0.4031 0.1733
C -0.7329 1.9846 0.8246
Si -1.3431 1.7070 2.6307
C 0.1075 0.6312 3.2134
N 0.4363 -0.4126 2.1816
C -0.4523 -1.6411 2.4184
C 0.3445 -2.9137 2.6193
C 1.3155 -2.7659 3.7859
C 2.2002 -1.5151 3.6173
C 1.8941 -0.8011 2.3115
C -1.2790 3.3161 3.5494
C -2.4324 3.8588 4.1203
C -2.3808 5.0521 4.8240
C -1.1762 5.7222 4.9625
C -0.0187 5.2025 4.3979
C -0.0737 4.0131 3.6958
C -2.9754 0.8406 2.7604
C -3.4108 0.4674 4.0382
C -4.6454 -0.1315 4.2214
C -5.4711 -0.3599 3.1299
C -5.0614 0.0086 1.8574
C -3.8236 0.6072 1.6785
H -0.0583 2.8455 0.9502
H -1.5375 2.2955 0.1569
H -0.0586 0.1361 4.1698
H 0.9774 1.2811 3.3439
H -1.1518 -1.7352 1.5922
H -1.0466 -1.4268 3.3072
H 0.8647 -3.1912 1.6987
H -0.3704 -3.7139 2.8129
H 1.9275 -3.6613 3.8768
H 0.7413 -2.6857 4.7103
H 3.2587 -1.7753 3.5992
H 2.0715 -0.8261 4.4530
H 2.1392 -1.4482 1.4682
H 2.4810 0.1175 2.2125
H -3.3807 3.3482 4.0176
H -3.2804 5.4583 5.2631
H -1.1377 6.6558 5.5052
H 0.9195 5.7274 4.5080
H 0.8437 3.6322 3.2583
H -2.7875 0.6516 4.9060
H -4.9692 -0.4114 5.2140
H -6.4406 -0.8160 3.2736
H -5.7110 -0.1582 1.0101
H -3.5360 0.9126 0.6798
C 0.7577 6.1623 -3.3861
O 2.0763 5.6473 -3.1549
C 2.2297 4.4361 -2.6644
C 3.5856 4.0231 -2.5143
C 3.8643 2.7916 -2.0179
C 2.8200 1.9209 -1.5978
C 3.0751 0.6299 -1.1218
C 4.3821 -0.0724 -1.2217
O 2.1303 -0.0565 -0.5607
C 1.4686 2.3573 -1.7484
O 0.4659 1.5513 -1.4313
C 1.1748 3.5930 -2.3037
H 0.9047 7.1582 -3.7911
H 0.2068 6.2184 -2.4469
H 0.2332 5.5385 -4.1101
H 4.3623 4.7097 -2.8169
H 4.8922 2.4734 -1.9204
H 4.8481 0.1002 -2.1897
H 4.2389 -1.1381 -1.0646
H 5.0598 0.3030 -0.4493
H 0.1410 3.8665 -2.4416
S 2.4527 -1.1271 -4.0641
As 0.5283 -1.3528 -3.5655
S -1.2466 -2.4781 -0.9987
S -1.4176 -0.4201 -0.7207
S 0.6673 -2.6976 -1.6890

Summary:
- LUMO (spin up / spin down) (eV) = -8.211 / -8.210
- total charge = +2
- E_tot (hartree) = -5563.00343

For each atom in turn, the Mulliken charge in e is:
1 Re 1.285
2 C -1.203
3 Si -0.785
4 C -1.080
5 N 0.722
6 C -0.371
7 C -1.028
8 C -0.717
9 C -0.736
10 C -1.078
11 C 0.797
12 C -0.180
13 C -0.742
14 C -0.468
15 C -0.820
16 C -0.434
17 C 0.541
18 C 0.126
19 C -0.835
20 C -0.540
21 C -0.876
22 C -0.149
23 H 0.590
24 H 0.831
25 H 0.722
26 H 0.551
27 H 0.226
28 H 0.381
29 H 0.269
30 H 0.492
31 H 0.393
32 H 0.323
33 H 0.466
34 H 0.269
35 H 0.516
36 H 0.525
37 H 0.347
38 H 0.429
39 H 0.406
40 H 0.419
41 H 0.197
42 H 0.460
43 H 0.439
44 H 0.413
45 H 0.463
46 H 0.427
47 C -0.809
48 O -0.404
49 C 0.832
50 C -0.918
51 C -1.205
52 C 0.425
53 C 0.884
54 C -1.929
55 O -0.274
56 C 0.365
57 O -0.704
58 C -0.255
59 H 0.256
60 H 0.356
61 H 0.349
62 H 0.513
63 H 0.542
64 H 0.531
65 H 0.312
66 H 0.424
67 H 0.535
68 S -0.172
69 As 0.439
70 S 0.029
71 S -0.020
72 S -0.089